Entry 1:
DFT (ωB97M-V with the def2-TZVPD basis set) results for a 12-piece molecular cluster, C49H103N3O14PS overall at a distorted geometry.

Positions of all 171 atoms, in Å:
H: -1.84 -3.34 -1.25
C: 1.75 -5.39 -6.28
N: -2.76 0.30 1.59
C: -1.96 0.77 -6.13
H: 12.00 1.57 1.59
H: 12.42 -1.07 5.04
C: -2.04 2.86 -3.67
H: -0.47 2.75 -1.87
O: 2.19 -4.25 -6.09
H: -2.65 -1.23 8.55
H: -1.32 -2.15 1.62
C: -5.50 -1.89 -3.44
C: -7.02 1.55 3.60
C: 10.45 -0.79 4.25
H: -1.43 3.40 2.70
N: -0.07 -3.62 -0.01
H: -5.30 -1.26 8.08
H: -5.28 -2.25 1.44
O: -4.52 -1.15 -3.55
O: -1.64 2.21 -6.06
H: 3.12 -1.89 -5.22
H: 8.42 2.91 1.71
H: -5.96 0.13 7.20
C: -3.08 6.24 -1.57
H: -2.27 4.03 -3.55
H: 0.16 -3.04 -8.61
H: -0.13 1.89 0.55
H: 7.06 -3.45 -1.31
H: -1.99 7.05 0.09
H: 3.05 1.10 0.66
C: -2.78 1.81 1.64
H: 3.48 -6.30 -5.44
H: 9.34 -1.19 6.04
H: -0.98 6.61 -1.33
C: -0.04 -2.06 -9.06
C: -9.40 1.61 10.49
H: -7.92 4.05 10.61
C: -2.70 -0.14 8.40
O: -3.66 0.76 6.42
H: 11.70 0.75 0.04
C: -3.16 2.90 4.11
H: 5.30 0.58 -0.71
H: 6.41 -1.41 0.31
H: 12.11 -1.89 3.49
C: -7.93 1.93 10.34
C: -2.61 0.12 -0.96
H: 11.41 -2.55 4.98
C: -5.23 -0.18 7.95
O: 9.65 2.15 -0.34
H: 0.82 -1.78 -9.67
H: -3.00 0.49 -5.67
H: -9.99 2.42 10.07
H: -3.50 0.88 -0.88
O: 4.82 -3.48 -3.18
H: -6.87 -0.05 1.93
H: -1.64 5.34 -0.27
H: -1.76 0.19 7.95
H: -4.42 7.29 -2.86
H: -2.29 2.35 0.71
H: 4.21 -0.71 -4.42
H: 5.39 -4.09 -1.18
H: -4.13 3.36 3.61
O: -3.70 5.19 -1.69
H: -3.93 -2.31 2.79
H: -4.91 -2.56 -1.51
H: -6.66 -2.44 -1.73
H: 5.23 2.22 -1.45
C: -3.52 7.50 -2.28
C: 6.37 -4.06 -0.72
O: 10.07 -0.49 3.12
C: -1.28 -2.15 -9.92
H: -6.58 -3.00 -4.92
H: -7.50 -1.66 -4.17
H: -5.74 -3.79 -2.49
H: 8.84 0.27 5.16
H: -5.99 1.66 1.57
H: 2.74 -7.21 -6.77
H: -0.19 -1.34 -8.26
H: 8.93 1.45 2.58
C: -1.84 6.32 -0.72
C: 4.90 2.17 0.67
H: 5.73 -1.85 1.90
H: -2.74 7.83 -2.96
H: -7.57 3.10 12.09
C: 2.53 -6.61 -5.89
H: -7.87 2.17 3.09
H: -9.64 1.48 11.55
H: -6.34 3.27 10.82
P: -0.14 0.43 0.72
C: 10.03 1.85 0.79
H: -0.93 -0.55 -11.30
H: -1.94 -0.11 -9.89
C: 11.26 1.01 1.01
H: -1.32 1.63 3.52
C: -1.60 0.70 -2.12
H: 6.77 -5.08 -0.68
H: -0.06 -4.63 -7.14
C: -1.72 -0.89 -10.62
H: 9.94 2.93 2.64
C: 3.40 2.14 0.73
O: 5.57 2.62 1.60
H: -0.53 0.22 -2.13
H: -2.09 0.40 -3.17
H: -6.24 -1.32 -5.37
C: 9.28 2.31 2.02
H: -3.10 2.37 -3.90
H: -3.08 -0.88 -1.40
O: -1.90 -3.20 -10.04
H: 6.46 -3.74 -5.05
C: 11.68 -1.63 4.46
H: -6.30 2.33 4.12
C: -3.85 0.20 7.50
O: 6.60 -4.18 1.65
H: -0.60 -4.13 0.75
H: -3.43 2.02 4.85
C: 5.75 -2.11 0.83
C: -2.02 2.41 3.01
N: -3.27 -2.54 0.65
C: -7.41 3.17 11.01
H: 10.35 0.29 6.09
H: 3.08 -1.69 -3.45
C: 9.70 -0.33 5.47
C: -1.90 -0.27 0.46
H: -1.10 4.48 4.92
C: 0.40 -5.60 -6.91
H: -2.29 -0.02 2.48
O: -4.94 0.16 2.84
H: -3.89 2.26 1.71
C: 4.78 -2.76 -4.18
C: -4.17 -1.94 1.70
H: 1.97 -7.19 -5.15
H: 10.99 0.08 1.53
C: -6.18 0.81 2.36
H: -9.63 0.69 9.96
H: 2.98 2.74 -0.08
H: 3.06 2.55 1.68
H: -5.46 0.33 8.89
H: 6.34 -2.00 -5.43
H: -1.98 0.49 -7.28
H: 0.51 -6.16 -7.84
H: -0.26 -6.14 -6.22
C: 6.27 -3.51 0.68
C: -1.89 -1.91 0.60
C: 3.73 -1.69 -4.34
H: -2.40 2.75 -1.43
H: -2.82 0.37 9.36
H: -7.42 0.76 4.39
H: -3.75 8.27 -1.54
O: 1.01 -0.30 -0.08
C: 5.77 -2.93 -5.30
H: -0.20 1.67 -4.48
H: -0.26 3.54 -4.94
H: -1.15 0.07 -5.63
H: 6.64 1.73 -0.48
C: -1.09 -2.68 -0.64
C: -5.73 -2.73 -2.21
C: -6.53 -1.98 -4.54
C: 5.56 1.64 -0.58
H: -2.62 -1.10 -11.20
O: -7.19 1.19 9.69
H: 0.69 -3.09 0.47
C: -1.54 2.37 -2.15
H: -3.09 -3.53 0.99
H: 5.25 -3.18 -6.23
H: 0.17 0.23 2.14
S: -2.48 4.30 5.22
H: 4.73 -2.05 0.44
C: -0.91 2.54 -4.82
H: -4.84 0.03 0.71
C: -4.17 -0.27 1.63
H: -0.60 -1.92 -1.40

strongest force on any atom	4.9	eV/Å
gap between HOMO and LUMO	7.7	eV
lowest unoccupied orbital energy	-2.2	eV
multiplicity	1
net charge	+1
HOMO energy	-9.92	eV
molecular weight	1021.41	g mol⁻¹

Löwdin atomic charge list, values in e, 6 entries: number 1, H, carries 0.13; number 2, C, carries -0.48; number 3, N, carries -0.07; number 4, C, carries -0.12; number 5, H, carries 0.09; number 6, H, carries 0.09

=====

Entry 2:
DFT (ωB97M-V with the def2-TZVPD basis set) results for a 7-piece molecular cluster, C49H107N5O7 overall at a distorted geometry.

Positions of all 168 atoms, in Å:
C: 1.11 6.14 2.13
H: -3.10 -2.99 2.13
H: 2.52 -3.65 -2.95
H: 4.42 6.46 -2.85
C: -5.06 2.43 -2.24
H: 3.53 5.09 -1.05
H: 0.74 2.82 0.99
H: 2.60 -3.75 3.56
H: -2.73 -3.77 4.25
C: 3.84 5.86 -3.54
H: 1.89 4.68 -1.71
H: 1.03 -5.40 0.09
H: -6.67 0.63 -3.56
H: -5.05 1.34 3.43
H: -1.07 -2.23 2.61
H: 0.14 7.91 2.92
O: -0.37 6.66 0.17
H: 1.33 -7.33 3.73
C: 0.70 -0.85 0.40
H: 4.89 2.06 -4.97
C: -1.03 -0.77 5.03
C: -1.03 3.96 -0.34
O: 1.66 4.13 -4.37
C: -4.60 -0.91 3.61
H: 2.47 1.69 -2.13
H: -5.50 -2.17 5.10
H: -3.20 -0.69 -1.21
H: 1.44 1.79 -5.70
C: -1.83 4.81 1.98
C: 5.15 2.27 -2.81
H: -0.02 -0.96 4.66
C: 2.53 1.80 -5.65
C: -4.03 2.64 -4.56
C: -2.22 -2.96 4.77
H: -2.42 5.69 1.71
H: -6.08 2.60 -2.59
H: 3.63 -3.24 1.47
C: 0.80 -6.64 3.07
C: -1.85 -1.49 2.75
H: -5.37 -2.12 -4.52
H: 0.81 -5.05 4.59
H: 3.41 -4.31 0.07
H: 5.17 -4.46 2.73
C: -4.38 -1.98 -4.08
H: -0.40 6.53 3.77
H: -5.97 0.32 4.68
H: 1.16 3.72 -3.66
N: -4.79 0.45 -3.60
H: 3.13 -4.81 -1.77
H: -2.62 -2.80 5.77
C: 1.97 4.91 2.65
H: 3.01 0.82 -5.74
H: 0.37 4.00 3.80
C: 0.20 3.32 1.80
H: -0.07 -6.77 -0.08
H: 0.06 6.46 -0.66
C: 1.25 -8.31 1.31
C: -2.74 1.68 -2.74
H: -4.99 -1.58 1.55
C: 1.10 -5.20 3.55
H: -5.33 -2.03 -1.27
C: 2.51 -4.83 3.43
H: -0.57 2.63 2.14
O: 2.59 -1.06 -0.96
H: -1.91 3.31 -0.31
H: 2.69 6.62 0.71
H: -4.66 3.43 -2.06
H: -3.42 3.50 -4.30
C: -5.53 -2.01 4.02
C: 5.05 3.79 -2.92
H: -4.03 -2.93 -3.69
H: 2.00 -3.75 0.91
N: 2.90 3.67 -4.13
H: 4.76 1.80 -1.91
H: -0.22 3.37 -0.77
H: -1.01 -1.05 6.09
H: 4.46 0.67 -3.94
H: -1.08 0.07 -2.28
C: 3.29 -4.40 -2.77
N: -3.41 -0.73 4.48
C: 3.23 -5.14 2.08
H: 1.69 7.99 1.05
H: -3.91 -1.49 6.07
C: 1.23 -1.27 -0.98
C: 4.69 -3.81 -2.58
N: 0.25 5.69 0.98
H: -1.18 0.30 5.07
H: 0.31 -8.81 1.55
H: 2.91 7.46 2.25
H: -1.63 4.99 3.04
C: -5.48 -1.18 -1.93
O: -6.06 0.48 -4.29
H: 1.25 7.16 4.07
O: 5.27 -3.55 -3.88
C: -2.91 -1.95 1.86
H: -6.57 -1.72 3.89
C: 2.96 4.46 -1.73
H: 5.27 -5.48 1.48
H: -5.71 -0.48 -1.12
C: 2.17 7.13 1.52
H: 5.25 4.25 -1.95
H: -6.44 -1.47 -2.36
C: 1.03 3.75 2.96
H: -1.88 0.01 -3.87
C: 1.32 -6.85 1.63
H: 1.97 0.46 -3.31
C: -2.99 -0.76 -2.28
H: -1.20 4.79 -1.03
C: -4.15 -1.09 2.06
H: 4.42 5.87 -4.47
H: 3.05 2.49 -6.31
C: 2.97 2.18 -4.18
H: -1.37 -0.56 2.47
O: -3.77 -0.59 5.78
O: 3.44 -6.93 0.44
H: -0.22 -7.01 3.14
H: 2.92 6.41 -3.74
H: -2.75 1.88 -1.67
H: -2.43 -2.02 0.88
H: -2.57 4.02 1.93
H: 0.83 -0.55 -1.70
H: 2.56 4.64 1.77
H: -5.00 1.86 -1.31
C: 0.38 -6.08 0.64
H: -4.13 -0.11 1.58
C: -4.18 1.77 -3.28
H: -0.36 -1.10 0.40
C: -2.17 -1.51 4.22
H: 4.02 -7.54 0.89
H: 1.38 -8.50 0.24
H: 6.21 2.05 -2.85
H: 1.03 1.85 -3.01
H: 1.98 -8.94 1.82
H: -5.34 -2.94 3.48
H: 0.99 0.15 0.71
H: 5.08 -6.33 2.79
C: -4.40 -0.84 -2.97
C: -0.54 4.48 1.09
N: 2.75 -6.49 1.58
H: 2.96 -1.35 -1.80
H: 3.09 3.48 -1.27
H: -1.18 -3.27 4.83
C: 4.41 1.76 -4.04
H: -4.99 3.12 -4.79
H: 5.68 4.05 -3.76
H: -2.06 2.43 -3.13
C: 4.70 -5.39 2.41
H: -0.44 -5.61 1.18
H: 3.16 -5.03 4.29
H: 4.50 -2.83 -2.13
H: 5.79 -4.35 -4.02
C: 2.06 1.53 -3.13
H: 1.66 2.90 3.24
C: 0.49 6.95 3.31
H: 0.89 -2.29 -1.15
C: 3.62 4.39 -3.12
H: 0.57 -4.54 2.86
H: -3.57 -1.70 -4.76
H: 2.60 5.32 3.44
H: -2.49 -1.72 -2.41
C: -2.02 0.24 -2.81
H: -3.64 2.10 -5.42
H: 3.10 -5.07 -3.60
H: 1.10 -1.45 1.22
C: 3.04 -4.06 1.07
H: 5.42 -4.32 -1.95
C: -5.53 0.40 3.69
H: -6.33 0.29 2.95

SMILES string	CC1(C)CCCC(C)(C)N1O.CC1(C)CCCC(C)(C)N1O.CC1(C)CCCC(C)(C)N1O.CC1(C)CCCC(C)(C)N1O.CC1(C)CCCC(C)(C)N1O.CCO.CCO
ΔE to the lowest compared entry with this formula, charge and spin	134.7	kcal per mole
strongest force on any atom	3.4	eV/Å
gap between HOMO and LUMO	8.3	eV
lowest unoccupied orbital energy	0.4	eV
multiplicity	1
HOMO energy	-7.94	eV
molecular weight	878.42	g mol⁻¹

Löwdin atomic charge list, values in e, 6 entries: number 1, C, carries -0.44; number 2, H, carries 0.11; number 3, H, carries 0.06; number 4, H, carries 0.08; number 5, C, carries -0.04; number 6, H, carries 0.07

=====

Calculated total energy list, top to bottom, in eV: -105727.3610; -74320.2584